Below is an isolated molecule of C4H6N2S, with properties calculated with ωB97M-V with the def2-TZVPD basis set.

## Properties
- relative energy (zero: lowest compared OMol25 entry of this formula, charge and spin) (kJ/mol) = 112.0
- gap between HOMO and LUMO (eV) = 8.3
- HOMO energy (eV) = -7.58
- SMILES = Nc1cccn1S

Structure (XYZ):
```
13
Properties=species:S:1:pos:R:3:forces:R:3:nbo_charge:R:1
N 0.056 2.065 0.008 -1.543 0.603 -0.587 -0.813
C 0.553 0.793 -0.065 0.408 -0.985 0.791 0.311
C 1.831 0.375 0.123 1.560 -0.837 -0.632 -0.376
C 1.861 -1.077 0.050 -0.759 0.955 0.226 -0.267
C 0.576 -1.484 -0.113 -0.242 0.317 0.355 -0.092
N -0.259 -0.331 -0.099 0.506 -0.678 -0.698 -0.520
S -1.952 -0.352 0.004 0.366 0.262 0.029 0.211
H 0.794 2.742 -0.032 0.036 0.292 -0.091 0.388
H -0.705 2.254 -0.666 0.741 -0.026 0.605 0.385
H 2.757 0.960 0.125 -0.716 0.047 0.137 0.217
H 2.730 -1.701 0.177 -0.028 -0.027 -0.250 0.224
H 0.179 -2.475 -0.281 -0.209 0.232 0.204 0.218
H -2.018 0.074 1.284 -0.121 -0.155 -0.089 0.112
```
Forces are in eV/Å.

Below is an isolated molecule of C4H6N2S2, with properties calculated with ωB97M-V with the def2-TZVPD basis set.

## Properties
- relative energy (zero: lowest compared OMol25 entry of this formula, charge and spin) (kJ/mol) = 444.9
- gap between HOMO and LUMO (eV) = 9.1
- HOMO energy (eV) = -9.33
- SMILES = S[C@@H]1C=NN=C[C@@H]1S

Structure (XYZ):
```
14
Properties=species:S:1:pos:R:3:forces:R:3:nbo_charge:R:1
S -0.045 -2.424 -0.122 -2.462 0.179 -1.338 -0.028
C -0.143 -0.654 -0.626 2.388 0.585 1.954 -0.415
C 1.119 -0.014 -1.285 1.438 -4.871 0.478 0.096
N 1.314 1.215 -1.340 1.484 -0.553 0.322 -0.236
N 0.289 1.931 -0.946 -3.248 3.983 -0.591 -0.233
C -0.514 1.575 -0.027 2.581 -0.637 0.057 0.039
C -0.306 0.294 0.623 -1.876 -2.727 1.343 -0.374
S 0.920 0.499 2.086 -1.641 -2.561 1.155 -0.076
H -1.453 -2.640 -0.561 2.680 0.096 0.881 0.151
H -1.101 -0.555 -1.084 -0.276 0.328 -0.970 0.247
H 2.056 -0.710 -1.343 -1.828 1.232 -0.577 0.203
H -1.269 2.148 0.383 -1.353 1.869 0.103 0.201
H -1.305 -0.073 1.018 1.281 0.688 0.182 0.245
H 0.438 -0.592 3.225 0.833 2.388 -2.998 0.182
```
Forces are in eV/Å.

Below is an isolated molecule of C4H6N2S2, with properties calculated with ωB97M-V with the def2-TZVPD basis set.

## Properties
- relative energy (zero: lowest compared OMol25 entry of this formula, charge and spin) (kJ/mol) = 215.5
- gap between HOMO and LUMO (eV) = 7.0
- HOMO energy (eV) = -8.18
- SMILES = N/C(C=S)=C/C=N/S

Structure (XYZ):
```
14
Properties=species:S:1:pos:R:3:forces:R:3:nbo_charge:R:1
N 2.265 -1.788 0.155 -1.112 0.486 -0.716 -0.777
C 1.165 -0.999 0.173 -0.973 1.182 -0.043 0.164
C 0.965 -0.044 -0.944 0.334 -0.560 -0.778 -0.302
S 2.077 0.193 -2.101 -0.126 0.055 0.229 0.044
C 0.238 -0.977 1.172 -0.204 -0.601 -0.463 -0.317
C -1.087 -0.338 1.201 1.026 0.714 -1.229 0.089
N -1.517 0.621 0.461 0.196 0.197 0.998 -0.586
S -2.983 1.393 0.985 0.315 -0.401 -0.377 0.147
H 2.917 -1.586 -0.569 0.651 0.120 -0.314 0.407
H 2.566 -2.104 1.025 0.792 -0.734 1.225 0.388
H -0.001 0.459 -1.016 0.286 -0.157 0.333 0.256
H 0.393 -1.658 2.011 -0.047 0.133 -0.142 0.206
H -1.673 -0.780 1.952 -1.060 -0.230 1.303 0.161
H -2.621 2.606 0.530 -0.078 -0.204 -0.026 0.121
```
Forces are in eV/Å.

Below is a structure of composition C4H6N3, with properties calculated with ωB97M-V with the def2-TZVPD basis set.

## Properties
- relative energy (zero: lowest compared OMol25 entry of this formula, charge and spin) (kJ/mol) = 307.5
- gap between HOMO and LUMO (eV) = 9.4
- HOMO energy (eV) = -14.30
- net charge = +1

Structure (XYZ):
```
13
Properties=species:S:1:pos:R:3:forces:R:3:nbo_charge:R:1
C -0.966 -0.257 1.253 3.713 0.686 -2.178 0.181
C 0.162 0.350 -0.215 -3.196 -1.621 4.413 0.467
C -0.815 1.896 -1.857 2.944 1.255 2.879 0.072
C 0.888 -1.546 1.079 0.507 3.754 0.979 -0.060
N -0.258 -1.129 1.743 -2.326 0.155 0.785 -0.319
N -0.184 1.341 -0.906 1.339 0.070 -1.304 -0.369
N 1.141 -0.496 0.016 -0.364 0.363 -1.928 -0.552
H -1.871 0.207 1.513 -1.079 0.532 0.308 0.236
H -1.533 1.347 -2.285 -2.568 -1.703 -2.396 0.197
H -0.548 2.921 -2.051 -0.538 0.334 -0.206 0.227
H 1.660 -1.503 1.833 0.782 -0.616 -0.376 0.250
H 0.604 -2.427 0.664 0.199 -3.016 -1.343 0.236
H 1.720 -0.705 -0.789 0.588 -0.193 0.367 0.435
```
Forces are in eV/Å.

Below is a cluster of 2 separate species, C4H6N3 in total, with properties calculated with ωB97M-V with the def2-TZVPD basis set.

## Properties
- relative energy (zero: lowest compared OMol25 entry of this formula, charge and spin) (kJ/mol) = 533.0
- gap between HOMO and LUMO (eV) = 8.1
- HOMO energy (eV) = -15.59
- net charge = +1

Structure (XYZ):
```
13
Properties=species:S:1:pos:R:3:forces:R:3:nbo_charge:R:1
C -2.913 2.803 -0.012 4.335 -4.133 -0.102 0.283
C -1.237 1.188 -0.060 -2.112 2.571 0.626 0.697
C 0.094 -0.482 -0.673 -1.366 -1.456 -1.509 -0.231
C 0.500 -0.081 0.759 0.314 -0.687 -2.117 -0.232
N -3.705 3.623 -0.073 -0.904 0.890 -0.018 -0.294
N -1.121 0.310 -0.971 -2.506 0.736 -3.703 -0.579
N -0.329 1.101 0.884 -1.332 2.461 2.126 -0.591
H 0.647 -0.378 -1.606 1.292 0.442 0.776 0.250
H -0.251 -1.491 -0.727 0.024 -0.943 0.250 0.242
H 0.301 -0.852 1.476 -0.740 -0.269 0.427 0.243
H 1.568 -0.027 0.719 0.684 1.281 0.536 0.257
H -1.611 0.390 -1.969 1.435 -0.383 3.022 0.494
H -0.586 1.606 1.745 0.877 -0.510 -0.314 0.462
```
Forces are in eV/Å.

Below is the ion C4H6N3 with charge +1, with properties calculated with ωB97M-V with the def2-TZVPD basis set.

## Properties
- relative energy (zero: lowest compared OMol25 entry of this formula, charge and spin) (kJ/mol) = 682.8
- gap between HOMO and LUMO (eV) = 9.1
- HOMO energy (eV) = -14.99
- net charge = +1

Structure (XYZ):
```
13
Properties=species:S:1:pos:R:3:forces:R:3:nbo_charge:R:1
C -2.515 -0.409 -0.296 2.205 -2.693 -2.353 0.065
C -0.984 -0.683 -0.322 -0.027 1.343 0.678 0.133
C 0.346 1.460 0.503 0.612 1.844 0.537 0.399
C 2.544 0.186 0.036 4.466 -1.896 0.896 -0.494
N -3.164 0.391 0.361 -0.445 1.296 1.730 -0.437
N 1.230 0.585 0.124 -3.440 0.263 0.682 -0.160
N -0.120 0.220 0.009 -0.593 -3.028 -0.997 -0.170
H -2.952 -1.120 -1.015 -0.291 0.482 0.163 0.202
H -0.682 -1.663 -0.692 0.342 0.285 0.089 0.249
H -2.528 0.828 1.030 -0.406 0.687 0.170 0.343
H 3.108 1.206 -0.014 -0.593 -2.064 -0.743 0.302
H 3.044 -0.318 1.013 -1.838 1.143 -1.701 0.287
H 2.672 -0.684 -0.736 0.009 2.338 0.848 0.282
```
Forces are in eV/Å.

Below is a structure of composition C4H6N3, with properties calculated with ωB97M-V with the def2-TZVPD basis set.

## Properties
- relative energy (zero: lowest compared OMol25 entry of this formula, charge and spin) (kJ/mol) = 437.4
- gap between HOMO and LUMO (eV) = 10.6
- HOMO energy (eV) = -15.80
- net charge = +1

Structure (XYZ):
```
13
Properties=species:S:1:pos:R:3:forces:R:3:nbo_charge:R:1
C 1.835 -0.428 -1.772 2.026 -0.455 -0.153 0.000
C 0.401 -0.333 -1.964 -0.651 -0.829 -2.579 0.062
C 1.174 0.427 0.580 3.884 -0.545 -3.288 0.345
C -1.201 0.178 1.169 -2.624 -1.677 0.336 -0.443
N 2.431 -0.042 -0.714 -3.284 0.761 2.314 -0.239
N -0.028 0.143 0.364 1.738 -0.802 -2.477 -0.178
N -0.431 -0.118 -1.069 -1.912 0.335 2.465 -0.179
H 2.489 -0.899 -2.579 -0.906 0.824 1.011 0.268
H -0.126 -0.523 -2.999 1.369 0.463 2.014 0.287
H 1.784 0.930 1.346 -0.966 -0.604 0.147 0.277
H -1.734 -0.902 1.265 1.535 2.392 -0.622 0.276
H -1.001 0.481 2.204 -0.011 0.422 -0.578 0.257
H -1.835 0.814 0.507 -0.198 -0.285 1.410 0.269
```
Forces are in eV/Å.

Below is the ion C4H6N3 with charge +1, with properties calculated with ωB97M-V with the def2-TZVPD basis set.

## Properties
- relative energy (zero: lowest compared OMol25 entry of this formula, charge and spin) (kJ/mol) = 372.4
- gap between HOMO and LUMO (eV) = 7.9
- HOMO energy (eV) = -14.91
- net charge = +1
- SMILES = C/[NH+]=C1/C=CN=N1

Structure (XYZ):
```
13
Properties=species:S:1:pos:R:3:forces:R:3:nbo_charge:R:1
C -0.268 -0.261 1.809 -0.032 -0.599 1.562 -0.452
N -0.324 0.265 0.479 0.241 0.041 -0.872 -0.396
C 0.326 -0.203 -0.512 -0.865 2.599 -4.867 0.528
C 0.372 0.326 -2.308 0.307 -1.517 3.533 -0.109
C 1.198 -0.625 -2.711 -1.060 1.555 -0.671 -0.136
N 1.605 -1.504 -1.695 0.663 -0.954 0.417 0.048
N 1.155 -1.268 -0.566 0.648 -1.468 1.944 -0.236
H 0.473 -1.056 1.873 -0.093 0.139 -0.065 0.263
H -1.251 -0.650 2.091 0.094 0.026 -0.150 0.255
H -0.026 0.543 2.509 0.067 -0.046 -0.167 0.253
H -0.937 1.069 0.340 0.214 -0.147 -0.256 0.456
H -0.166 1.166 -2.682 -0.164 0.290 -0.281 0.257
H 1.595 -0.827 -3.691 -0.020 0.081 -0.127 0.269
```
Forces are in eV/Å.

What did the fourth record say?
Below is a structure of composition C4H6N3, with properties calculated with ωB97M-V with the def2-TZVPD basis set.

## Properties
- relative energy (zero: lowest compared OMol25 entry of this formula, charge and spin) (kJ/mol) = 307.5
- gap between HOMO and LUMO (eV) = 9.4
- HOMO energy (eV) = -14.30
- net charge = +1

Structure (XYZ):
```
13
Properties=species:S:1:pos:R:3:forces:R:3:nbo_charge:R:1
C -0.966 -0.257 1.253 3.713 0.686 -2.178 0.181
C 0.162 0.350 -0.215 -3.196 -1.621 4.413 0.467
C -0.815 1.896 -1.857 2.944 1.255 2.879 0.072
C 0.888 -1.546 1.079 0.507 3.754 0.979 -0.060
N -0.258 -1.129 1.743 -2.326 0.155 0.785 -0.319
N -0.184 1.341 -0.906 1.339 0.070 -1.304 -0.369
N 1.141 -0.496 0.016 -0.364 0.363 -1.928 -0.552
H -1.871 0.207 1.513 -1.079 0.532 0.308 0.236
H -1.533 1.347 -2.285 -2.568 -1.703 -2.396 0.197
H -0.548 2.921 -2.051 -0.538 0.334 -0.206 0.227
H 1.660 -1.503 1.833 0.782 -0.616 -0.376 0.250
H 0.604 -2.427 0.664 0.199 -3.016 -1.343 0.236
H 1.720 -0.705 -0.789 0.588 -0.193 0.367 0.435
```
Forces are in eV/Å.